Entry 1:
This record from the OMol25 dataset describes a 6-piece molecular cluster, C20H34FO13S2 overall at a distorted geometry. The level of theory is ωB97M-V with the def2-TZVPD basis set.

Element x y z (Å)
F  27.513  24.562  8.737
C  25.930  21.237  10.163
C  25.605  22.688  10.439
C  24.781  23.313  9.218
O  23.458  23.060  9.396
C  23.281  22.749  10.619
O  22.140  22.555  11.205
O  24.474  22.773  11.371
H  26.548  20.961  11.013
H  26.625  21.456  9.387
H  25.034  20.755  10.245
H  26.388  23.263  10.584
H  25.331  23.052  8.364
H  25.052  24.359  9.363
C  30.510  21.418  9.053
C  29.780  21.721  7.718
C  29.724  23.117  7.286
O  30.544  23.222  6.106
C  30.964  22.069  5.787
O  31.708  21.763  4.743
O  30.641  21.192  6.686
H  30.919  20.431  9.165
H  29.793  21.496  9.975
H  31.377  22.207  9.135
H  28.816  21.209  7.834
H  29.926  23.879  8.098
H  28.626  23.048  7.091
C  26.920  26.712  11.880
C  27.662  25.551  12.274
C  28.958  25.341  11.357
O  29.982  25.799  12.146
C  29.510  25.999  13.451
O  30.270  26.262  14.472
O  28.290  25.842  13.538
H  27.093  27.743  11.922
H  26.114  26.684  12.726
H  26.550  26.743  10.869
H  27.153  24.615  12.194
H  28.914  25.975  10.256
H  29.007  24.279  11.224
C  29.804  28.790  7.327
C  30.144  27.391  7.727
C  31.349  27.333  8.560
S  32.354  28.631  8.085
O  33.266  28.101  7.131
O  32.768  29.507  9.133
C  31.089  29.378  7.029
H  29.412  29.325  8.255
H  29.291  29.103  6.461
H  30.332  26.870  6.867
H  29.412  26.816  8.355
H  31.868  26.519  8.570
H  30.971  27.443  9.724
H  31.530  29.091  6.038
H  31.183  30.507  7.246
C  25.892  27.765  6.029
C  25.991  27.448  7.502
C  24.747  28.105  8.153
S  23.489  27.692  7.065
O  22.515  28.720  6.822
O  22.937  26.354  7.440
C  24.455  27.539  5.699
H  26.742  27.266  5.439
H  26.145  28.780  5.869
H  26.901  27.845  7.795
H  26.267  26.419  7.906
H  24.637  29.219  8.227
H  24.482  27.708  9.150
H  24.149  28.339  5.161
H  24.200  26.693  5.313

Its total energy is -72290.32419 eV. The charge is -1. The orbital gap is 9.15 eV. The strongest force on any atom is 9.24 eV Å⁻¹. The highest occupied orbital energy comes out at -0.2643 hartree. Its spin multiplicity is 1. The value obtained for the energy relative to the best compared isomer or geometry (same formula, charge and spin) is 49.99 kcal per mole.

Entry 2:
This record from the OMol25 dataset describes an isolated molecule of C4H7NO3 at a distorted geometry. The level of theory is ωB97M-V with the def2-TZVPD basis set.

Element x y z (Å)
C  -1.178  -2.156  -2.313
N  -0.957  -1.250  -1.210
C  -0.255  -0.095  -1.268
O  0.214  0.234  -2.363
C  0.033  0.687  0.031
O  -0.354  -0.082  1.190
C  0.429  -0.037  2.325
O  0.272  -0.711  3.326
H  -0.258  -2.451  -2.756
H  -1.605  -3.084  -1.939
H  -1.881  -1.768  -3.036
H  -1.231  -1.516  -0.269
H  1.124  0.834  0.030
H  -0.486  1.671  0.010
H  1.113  0.820  2.448

Its total energy is -11893.75319 eV. The orbital gap is 10.69 eV. The strongest force on any atom is 2.59 eV Å⁻¹. The highest occupied orbital energy comes out at -0.3667 hartree. Its structure (SMILES) is CNC(=O)COC=O. Its spin multiplicity is 1. The value obtained for the energy relative to the best compared isomer or geometry (same formula, charge and spin) is 35.15 kcal per mole.

Entry 3:
This record from the OMol25 dataset describes C22H16N3O3W as an isolated structure at a distorted geometry. The level of theory is ωB97M-V with the def2-TZVPD basis set.

Element x y z (Å)
W  -0.618  0.280  -0.588
C  -4.359  -0.823  -2.518
C  -4.433  -2.173  -2.250
C  -3.493  -2.770  -1.395
C  -2.505  -1.996  -0.858
N  -2.431  -0.652  -1.124
C  -3.344  -0.084  -1.930
C  -1.484  -2.456  0.114
C  -1.384  -3.697  0.709
C  -0.417  -3.879  1.693
C  0.387  -2.818  2.126
C  0.228  -1.605  1.504
N  -0.652  -1.473  0.496
C  0.781  -0.287  1.933
C  1.786  -0.118  2.842
C  2.058  1.189  3.272
C  1.326  2.253  2.772
C  0.375  2.009  1.797
N  0.105  0.759  1.378
H  -5.070  -0.327  -3.164
H  -5.218  -2.779  -2.685
H  -3.554  -3.827  -1.174
H  -3.254  0.979  -2.099
H  -2.045  -4.506  0.430
H  -0.319  -4.847  2.168
H  1.080  -2.948  2.945
H  2.333  -0.960  3.243
H  2.834  1.361  4.009
H  1.491  3.266  3.114
H  -0.191  2.816  1.350
O  -0.339  2.217  -1.535
C  1.056  2.348  -1.342
C  1.593  3.578  -1.026
C  2.941  3.672  -0.725
C  3.747  2.531  -0.669
C  3.196  1.305  -0.941
C  1.837  1.169  -1.324
C  1.486  -0.234  -1.704
O  2.158  -1.186  -1.552
O  0.119  -0.275  -2.182
H  -0.738  2.849  -2.154
H  0.966  4.462  -1.043
H  3.369  4.647  -0.528
H  4.800  2.621  -0.439
H  3.800  0.407  -0.948

Its total energy is -35484.97239 eV. The charge is +3. The orbital gap (spin up / spin down) is 6.97 / 6.97 eV. The strongest force on any atom is 1.50 eV Å⁻¹. The highest occupied orbital energy (spin up / spin down) comes out at -0.6896 / -0.6887 hartree. Its spin multiplicity is 1. The value obtained for the energy relative to the best compared isomer or geometry (same formula, charge and spin) is 9.53 kcal per mole.

Entry 4:
This record from the OMol25 dataset describes CNa4O3 as an isolated structure at a distorted geometry. The level of theory is ωB97M-V with the def2-TZVPD basis set.

Element x y z (Å)
Na  2.927  -0.207  -0.897
Na  0.894  2.874  -0.754
Na  -2.624  -2.507  -0.181
Na  -1.733  1.705  1.882
C  0.142  -0.493  0.009
O  -0.936  -0.801  0.596
O  0.696  -1.246  -0.812
O  0.634  0.676  0.157

Its total energy is -24834.74119 eV. The charge is +2. The orbital gap is 6.54 eV. The strongest force on any atom is 4.38 eV Å⁻¹. The highest occupied orbital energy comes out at -0.5144 hartree. Its spin multiplicity is 1. The value obtained for the energy relative to the best compared isomer or geometry (same formula, charge and spin) is 20.09 kcal per mole.

Entry 5:
This record from the OMol25 dataset describes C3H7NO as an isolated structure at a distorted geometry. The level of theory is ωB97M-V with the def2-TZVPD basis set.

Element x y z (Å)
C  -1.557  0.372  -0.235
C  1.364  -0.655  0.028
N  -0.984  0.087  0.937
C  0.570  0.637  0.018
O  0.954  1.743  0.292
H  -1.034  -0.886  1.221
H  -2.029  -0.369  -0.882
H  -1.829  1.409  -0.420
H  -0.161  0.526  -1.049
H  0.756  -1.504  -0.283
H  1.751  -0.824  1.033
H  2.200  -0.535  -0.660

Its total energy is -6758.43840 eV. The orbital gap is 9.23 eV. The strongest force on any atom is 2.01 eV Å⁻¹. The highest occupied orbital energy comes out at -0.3274 hartree. Its spin multiplicity is 1. The value obtained for the energy relative to the best compared isomer or geometry (same formula, charge and spin) is 99.44 kcal per mole.

Entry 6:
This record from the OMol25 dataset describes an isolated ion of composition C5H11N2O and charge -1 at a distorted geometry. The level of theory is ωB97M-V with the def2-TZVPD basis set.

Element x y z (Å)
H  1.322  0.525  3.997
N  0.605  -0.155  3.641
C  0.535  -0.226  2.333
N  1.342  0.258  1.313
C  0.915  -0.048  -0.036
C  -0.136  1.071  -0.379
C  -1.273  0.343  -1.254
C  -0.986  -0.976  -2.197
O  -1.628  -2.077  -1.754
H  -0.315  -0.691  1.903
H  2.281  0.282  1.331
H  0.680  -1.137  -0.108
H  1.744  0.061  -0.683
H  0.302  1.963  -0.783
H  -0.653  1.389  0.645
H  -1.538  1.110  -1.974
H  -2.099  0.185  -0.599
H  -1.159  -0.718  -3.260
H  0.060  -1.159  -2.138

Its total energy is -10388.76952 eV. The charge is -1. The orbital gap is 5.90 eV. The strongest force on any atom is 4.41 eV Å⁻¹. The highest occupied orbital energy comes out at -0.0830 hartree. Its structure (SMILES) is [H]/N=C\NCCCC[O-]. Its spin multiplicity is 1. The value obtained for the energy relative to the best compared isomer or geometry (same formula, charge and spin) is 40.78 kcal per mole.

Entry 7:
This record from the OMol25 dataset describes C5H12OSi2 as an isolated structure at a distorted geometry. The level of theory is ωB97M-V with the def2-TZVPD basis set.

Element x y z (Å)
C  -2.269  1.464  -2.806
C  -1.196  1.287  1.077
C  -2.303  0.628  -1.750
C  -0.554  0.582  0.156
C  -1.027  0.034  -1.167
O  1.984  -1.133  1.425
Si  2.632  -2.231  2.473
Si  1.898  0.061  0.336
H  -3.108  2.040  -3.189
H  -1.260  1.685  -3.178
H  -0.760  1.655  1.956
H  -2.284  1.541  1.072
H  -3.179  0.175  -1.187
H  -0.998  -1.106  -1.029
H  -0.025  0.019  -1.714
H  1.609  -3.287  2.510
H  3.592  -2.870  1.515
H  2.611  -1.579  3.801
H  2.078  -0.241  -1.082
H  2.559  1.277  0.781

Its total energy is -23175.60962 eV. The orbital gap (spin up / spin down) is 5.22 / 7.60 eV. The strongest force on any atom is 5.37 eV Å⁻¹. The highest occupied orbital energy (spin up / spin down) comes out at -0.1638 / -0.3560 hartree. Its spin multiplicity is 3. The value obtained for the energy relative to the best compared isomer or geometry (same formula, charge and spin) is 28.36 kcal per mole.

Entry 8:
This record from the OMol25 dataset describes a 7-piece molecular cluster, C32H47BF7NO26S overall at a distorted geometry. The level of theory is ωB97M-V with the def2-TZVPD basis set.

Element x y z (Å)
C  -1.028  1.174  -3.105
O  0.211  0.610  -3.549
C  0.062  -0.689  -4.116
C  1.018  -1.770  -3.464
C  0.403  -2.516  -2.211
C  1.032  -2.113  -0.826
C  1.590  -0.668  -0.632
C  3.059  -0.334  -1.064
C  4.081  -0.237  0.115
C  3.881  1.016  1.045
C  3.348  2.277  0.288
S  3.137  3.602  1.561
O  4.509  3.928  2.047
O  2.354  4.751  1.067
O  2.340  2.898  2.839
O  1.200  -0.316  0.719
C  0.816  -1.478  1.444
F  2.067  -2.080  1.684
C  -0.041  -2.258  0.338
C  -1.310  -1.354  0.173
C  -2.589  -2.105  -0.366
N  -3.082  -1.521  -1.646
O  -0.199  -3.623  0.723
B  -0.725  -3.762  2.026
O  -2.152  -3.762  2.210
O  0.061  -3.932  3.199
H  -1.041  1.264  -1.987
H  -1.048  2.235  -3.480
H  -1.933  0.684  -3.517
H  -0.969  -1.105  -4.071
H  0.394  -0.612  -5.186
H  2.030  -1.343  -3.295
H  1.143  -2.553  -4.260
H  -0.703  -2.398  -2.263
H  0.612  -3.606  -2.354
H  1.804  -2.898  -0.617
H  0.967  0.031  -1.254
H  3.407  -1.171  -1.726
H  3.091  0.573  -1.718
H  5.095  -0.116  -0.355
H  4.160  -1.174  0.715
H  4.826  1.239  1.587
H  3.122  0.715  1.808
H  2.372  2.100  -0.228
H  4.066  2.694  -0.453
H  2.979  2.906  3.570
H  0.284  -1.047  2.319
H  -1.599  -0.813  1.107
H  -1.074  -0.559  -0.579
H  -2.344  -3.174  -0.570
H  -3.393  -2.123  0.410
H  -4.104  -1.595  -1.678
H  -2.779  -2.165  -2.377
H  -2.388  -2.945  2.666
H  -0.212  -3.207  3.776
O  -3.424  -0.564  -4.666
C  -4.398  -1.204  -4.893
O  -5.290  -0.919  -5.879
C  -6.235  -1.987  -5.909
C  -6.120  -2.541  -4.521
F  -6.350  -3.884  -4.506
O  -4.766  -2.313  -4.192
H  -5.946  -2.711  -6.675
H  -7.236  -1.620  -6.134
H  -6.758  -2.052  -3.791
O  6.633  -1.143  2.580
C  6.234  -2.180  2.995
O  4.977  -2.648  2.787
C  4.927  -3.969  3.319
C  6.043  -3.946  4.323
F  6.628  -5.164  4.440
O  6.971  -3.047  3.742
H  5.102  -4.691  2.518
H  3.958  -4.174  3.772
H  5.752  -3.583  5.312
O  -4.368  5.434  0.887
C  -3.215  5.189  0.740
O  -2.218  5.745  1.476
C  -1.005  5.093  1.094
C  -1.337  4.586  -0.278
F  -0.687  3.426  -0.547
O  -2.727  4.320  -0.186
H  -0.789  4.287  1.797
H  -0.168  5.789  1.090
H  -1.152  5.303  -1.082
O  9.714  6.584  -1.441
C  8.757  5.962  -1.117
O  7.734  6.463  -0.376
C  6.728  5.453  -0.321
C  7.514  4.203  -0.578
F  6.769  3.276  -1.238
O  8.547  4.654  -1.436
H  5.981  5.646  -1.095
H  6.232  5.441  0.649
H  7.950  3.752  0.317
O  -3.326  0.505  4.423
C  -3.090  1.648  4.642
O  -3.555  2.333  5.719
C  -2.941  3.622  5.692
C  -2.588  3.773  4.243
F  -1.459  4.507  4.081
O  -2.324  2.439  3.842
H  -2.060  3.618  6.338
H  -3.629  4.392  6.038
H  -3.388  4.190  3.625
O  -6.273  -1.956  -1.806
C  -6.658  -3.004  -1.392
O  -7.915  -3.476  -1.573
C  -7.938  -4.807  -1.054
C  -6.797  -4.785  -0.081
F  -6.199  -5.996  0.005
O  -5.895  -3.869  -0.678
H  -7.779  -5.517  -1.868
H  -8.892  -5.026  -0.577
H  -7.063  -4.436  0.920

Its total energy is -119206.66965 eV. The orbital gap is 8.95 eV. The strongest force on any atom is 3.39 eV Å⁻¹. The highest occupied orbital energy comes out at -0.3274 hartree. Its structure (SMILES) is COCCC[C@H]1[C@H](CCCCS(=O)(=O)O)O[C@H](F)[C@]1(CCN)OB(O)O.O=C1OC[C@@H](F)O1.O=C1OC[C@@H](F)O1.O=C1OC[C@@H](F)O1.O=C1OC[C@@H](F)O1.O=C1OC[C@@H](F)O1.O=C1OC[C@@H](F)O1. Its spin multiplicity is 1.